# 1
Molecular formula: C18H29NO2
Method: DFT, ωB97M-V/def2-TZVPD

Structure (XYZ):
```
50
C18H29NO2 (ωB97M-V/def2-TZVPD)
C -0.08 -2.73 -0.56
C 0.70 -1.46 -0.76
C 1.45 -0.97 0.30
C 2.22 0.18 0.17
C 2.21 0.86 -1.04
C 1.45 0.38 -2.09
C 0.69 -0.78 -1.98
C -0.09 -1.29 -3.17
H -0.84 -2.00 -2.83
C 0.87 -2.03 -4.11
H 1.64 -1.35 -4.48
H 1.36 -2.85 -3.59
H 0.33 -2.44 -4.97
C -0.82 -0.18 -3.93
H -0.12 0.47 -4.46
H -1.41 0.42 -3.25
H -1.49 -0.62 -4.67
H 1.46 0.93 -3.02
H 2.80 1.75 -1.14
O 3.01 0.73 1.14
C 3.24 0.07 2.37
C 2.38 0.62 3.52
O 1.02 0.26 3.50
C 0.18 1.11 2.74
C -1.28 0.83 3.17
N -2.26 0.93 2.12
C -2.21 -0.10 1.08
C -2.30 0.64 -0.26
H -2.84 0.07 -1.01
H -1.30 0.85 -0.64
C -3.00 1.94 0.13
H -2.85 2.74 -0.59
H -4.07 1.76 0.24
C -2.38 2.24 1.49
H -1.40 2.72 1.35
H -3.00 2.89 2.11
H -1.30 -0.70 1.15
H -3.07 -0.76 1.22
H -1.31 -0.19 3.56
H -1.57 1.51 3.97
H 0.29 0.92 1.67
H 0.45 2.16 2.93
H 2.49 1.71 3.55
H 2.78 0.20 4.45
H 3.10 -1.01 2.27
H 4.29 0.26 2.61
H 1.42 -1.51 1.24
H 0.08 -3.12 0.44
H 0.23 -3.49 -1.27
H -1.15 -2.55 -0.69
```

Summary:
LUMO energy, eV: 0.899
ΔE to the lowest compared entry with this formula, charge and spin, kcal per mole: 24.1
SMILES: Cc1cc(OCCOCCN2CCCC2)ccc1C(C)C
Orbital gap, Ha: 0.327

***

# 2
Molecular formula: FeH49O25
Method: DFT, ωB97M-V/def2-TZVPD

Structure (XYZ):
```
75
FeH49O25 (ωB97M-V/def2-TZVPD)
Fe -0.17 0.13 -0.31
O 0.12 1.72 -1.32
H 0.56 2.37 -1.90
O 1.59 -0.08 3.70
H 1.81 0.28 4.56
H 2.43 -0.35 3.33
O 1.48 -2.29 -3.86
H 0.75 -2.64 -4.38
H 1.80 -1.54 -4.36
O 0.53 1.19 1.35
H 0.95 0.95 2.18
H 0.33 2.12 1.45
O -3.73 1.82 -1.28
H -4.53 2.16 -0.88
H -3.92 1.81 -2.22
O 4.05 -2.23 -0.52
H 4.79 -2.73 -0.87
H 3.29 -2.53 -1.02
O -3.11 -4.62 0.66
H -2.28 -4.56 1.14
H -3.16 -3.81 0.15
O -3.00 -2.94 -1.50
H -2.51 -3.65 -1.92
H -3.67 -2.69 -2.14
O 3.74 1.43 -0.98
H 4.47 1.12 -0.45
H 3.35 2.13 -0.46
O 2.80 3.29 1.00
H 2.17 4.02 0.98
H 3.53 3.59 0.46
O 2.05 -3.52 -1.60
H 1.97 -3.24 -2.51
H 2.64 -4.27 -1.62
O -0.95 -0.93 -1.80
H -1.40 -1.75 -2.01
H -0.98 -0.43 -2.62
O -0.45 -1.49 0.89
H 0.16 -2.13 1.28
H -1.28 -1.65 1.33
O -0.51 3.69 -3.84
H -0.50 4.18 -3.02
H -1.39 3.84 -4.20
O -3.00 -1.74 2.10
H -2.97 -2.07 3.00
H -3.89 -1.92 1.80
O -2.08 1.01 3.18
H -2.76 0.35 3.29
H -2.54 1.84 3.29
O -0.71 -4.17 1.92
H -0.91 -4.44 2.81
H 0.10 -4.63 1.70
O 3.60 -0.80 2.31
H 3.40 -1.34 1.54
H 4.55 -0.84 2.38
O -0.63 3.42 2.80
H -1.02 2.65 3.21
H -0.38 3.98 3.53
O -0.38 5.30 -1.51
H 0.27 4.78 -1.04
H -0.45 6.11 -1.00
O -3.16 4.46 0.64
H -2.64 4.90 1.31
H -2.53 3.94 0.15
O -1.98 0.68 0.34
H -2.36 0.86 1.20
H -2.51 1.20 -0.27
O 1.88 -2.96 1.46
H 2.41 -3.17 2.23
H 1.89 -3.77 0.94
O -0.74 0.75 -3.98
H -0.39 1.60 -3.71
H -0.02 0.34 -4.46
O 1.67 -0.61 -0.56
H 2.07 -1.48 -0.66
H 2.38 0.00 -0.76
```

Summary:
LUMO energy (spin up / spin down), eV: -4.840 / -6.516
Charge: +2
⟨S²⟩: 8.758
Spin multiplicity: 6
Orbital gap (spin up / spin down), Ha: 0.371 / 0.309

***

# 3
Molecular formula: C4H12N2
Method: DFT, ωB97M-V/def2-TZVPD

Structure (XYZ):
```
18
C4H12N2 (ωB97M-V/def2-TZVPD)
C 0.44 -0.79 1.31
C -0.20 -0.17 0.14
C -0.50 -1.26 -0.84
C 0.93 0.73 -0.29
H 1.00 -0.07 1.99
H -0.21 -1.34 2.06
H 1.21 -1.48 0.94
H 0.34 -2.02 -0.91
H -1.40 -1.78 -0.61
H -0.60 -0.77 -1.89
H -1.41 0.78 1.54
H -2.20 0.02 0.23
H 1.80 0.20 -0.59
H 1.19 1.46 0.58
H -0.49 1.91 -1.21
H 1.05 2.34 -1.44
N -1.37 0.65 0.44
N 0.42 1.57 -1.46
```

Summary:
LUMO energy, eV: 0.980
ΔE to the lowest compared entry with this formula, charge and spin, kcal per mole: 24.1
SMILES: CC(C)(N)CN
Orbital gap, Ha: 0.369

***

# 4
Molecular formula: C48H34CdN4OP2S
Method: DFT, ωB97M-V/def2-TZVPD

Structure (XYZ):
```
91
C48H34CdN4OP2S (ωB97M-V/def2-TZVPD)
Cd 0.48 -0.03 -0.30
O -0.17 2.68 0.39
C -1.33 3.01 -0.28
C -2.33 3.79 0.27
C -3.43 4.15 -0.51
C -3.53 3.73 -1.83
C -2.54 2.92 -2.36
C -1.44 2.53 -1.59
P -0.20 1.37 -2.22
C 1.08 2.26 -3.11
C 0.75 3.07 -4.20
C 1.75 3.77 -4.87
C 3.07 3.66 -4.45
C 3.40 2.85 -3.37
C 2.41 2.16 -2.70
C -1.03 0.29 -3.42
C -2.35 -0.14 -3.21
C -2.90 -1.10 -4.05
C -2.15 -1.65 -5.08
C -0.84 -1.22 -5.29
C -0.28 -0.26 -4.46
C -0.10 2.90 1.77
C 0.24 4.16 2.23
C 0.33 4.37 3.59
C 0.09 3.33 4.49
C -0.22 2.07 4.01
C -0.32 1.83 2.64
P -0.65 0.19 1.94
C 0.06 -1.04 3.06
C -0.53 -2.30 3.11
C 0.10 -3.34 3.79
C 1.32 -3.12 4.41
C 1.91 -1.86 4.35
C 1.29 -0.83 3.68
C -2.43 -0.05 1.90
C -3.18 -0.16 3.07
C -4.56 -0.29 3.00
C -5.19 -0.31 1.76
C -4.45 -0.20 0.59
C -3.08 -0.08 0.66
H -2.26 4.14 1.29
H -4.20 4.77 -0.08
H -4.37 4.03 -2.44
H -2.63 2.56 -3.38
H -0.27 3.16 -4.54
H 1.50 4.39 -5.71
H 3.85 4.20 -4.97
H 4.43 2.77 -3.05
H 2.66 1.52 -1.86
H -2.95 0.30 -2.43
H -3.93 -1.41 -3.90
H -2.59 -2.39 -5.73
H -0.26 -1.63 -6.10
H 0.73 0.07 -4.63
H 0.42 4.95 1.51
H 0.59 5.36 3.96
H 0.16 3.51 5.55
H -0.38 1.26 4.71
H -1.49 -2.48 2.63
H -0.37 -4.31 3.84
H 1.81 -3.92 4.95
H 2.86 -1.69 4.85
H 1.76 0.15 3.64
H -2.69 -0.14 4.03
H -5.14 -0.37 3.91
H -6.27 -0.41 1.71
H -4.95 -0.22 -0.37
H -2.50 0.01 -0.25
S 4.45 -6.44 1.21
N 4.79 -4.91 1.56
C 3.82 -4.18 1.01
C 3.73 -2.73 1.07
C 4.69 -1.94 1.71
C 4.54 -0.57 1.70
C 3.42 -0.03 1.06
N 2.51 -0.78 0.45
C 2.64 -2.12 0.45
C 1.62 -2.92 -0.25
N 0.59 -2.27 -0.83
C -0.32 -2.95 -1.50
C -0.27 -4.34 -1.64
C 0.77 -5.02 -1.04
C 1.73 -4.31 -0.33
C 2.86 -4.94 0.33
N 3.10 -6.24 0.35
H 5.53 -2.42 2.18
H 5.26 0.08 2.17
H 3.27 1.04 1.03
H -1.13 -2.38 -1.95
H -1.03 -4.85 -2.20
H 0.85 -6.10 -1.11
```

Summary:
LUMO energy, eV: -5.478
ΔE to the lowest compared entry with this formula, charge and spin, kcal per mole: 3.7
Charge: +2
Orbital gap, Ha: 0.299